{
  "formula": "C5H13N3",
  "method": "the ωB97M-V functional and the def2-TZVPD basis",
  "elements": ["C", "C", "C", "N", "N", "H", "H", "H", "H", "H", "H", "H", "H", "N", "C", "C", "H", "H", "H", "H", "H"],
  "coordinates": [[1.659750, 0.299958, -0.067843], [-0.618168, 0.924463, -0.993611], [0.130905, 0.004117, -0.026830], [2.302025, 0.069723, -1.344542], [-0.083652, -1.375282, -0.442598], [1.937179, 0.704579, -2.049998], [2.097705, -0.871027, -1.661839], [0.596244, -1.965986, 0.044432], [1.820357, 1.342544, 0.221483], [2.155387, -0.336771, 0.671925], [-0.432197, 0.599131, -2.020546], [-0.283006, 1.957682, -0.869436], [-1.695560, 0.891067, -0.825572], [-1.450181, -1.878844, 0.224592], [-0.340128, 0.121896, 1.413114], [-1.158456, 1.060325, 1.887646], [-1.628406, -2.691253, -0.367528], [-2.125926, -1.177780, -0.064228], [0.118209, -0.599566, 2.068850], [-1.518330, 1.018278, 2.903694], [-1.483750, 1.902746, 1.298834]],
  "forces_ev_per_angstrom": [[-0.4, -0.1, -0.1], [0.2, -0.1, 0.1], [0.0, 0.5, 0.6], [0.1, 0.0, -0.3], [-1.8, -1.4, 0.7], [0.1, -0.1, 0.1], [0.0, 0.0, -0.1], [-0.3, 0.2, 0.1], [-0.1, -0.1, 0.1], [0.0, 0.1, 0.1], [0.0, 0.1, 0.1], [-0.1, 0.0, 0.0], [0.0, 0.0, 0.0], [2.3, 0.2, -1.3], [0.1, 1.3, -0.2], [0.4, -0.5, 0.0], [-0.2, 0.2, 0.1], [0.0, 0.0, -0.1], [-0.2, -0.4, 0.2], [0.2, 0.1, 0.2], [-0.3, -0.1, -0.3]],
  "mulliken_charge": [-1.1906, -2.0571, 1.6736, -0.6285, -0.4296, 0.2803, 0.2993, 0.3391, 0.4303, 0.4575, 0.4672, 0.3805, 0.4404, -0.5812, -0.4480, -0.8206, 0.2811, 0.2405, 0.3284, 0.2954, 0.2421],
  "smiles": "C=C[C@@](C)(CN)NN",
  "homo_lumo_gap_ev": 9.843,
  "de_lowest_kcal_mol": 51.3,
  "homo_ha": -0.32522
}

---

{
  "formula": "C29H22CuF6N4O6S2",
  "method": "the ωB97M-V functional and the def2-TZVPD basis",
  "elements": ["Cu", "C", "C", "N", "C", "C", "C", "C", "C", "C", "C", "C", "C", "N", "C", "H", "H", "H", "H", "H", "H", "H", "H", "F", "C", "F", "F", "S", "O", "O", "N", "S", "O", "O", "C", "F", "F", "F", "C", "C", "C", "C", "C", "C", "N", "C", "C", "C", "C", "C", "C", "C", "O", "O", "C", "C", "H", "H", "H", "H", "H", "H", "H", "H", "H", "H", "H", "H", "H", "H"],
  "coordinates": [[-1.452697, 0.748280, -1.380983], [-4.537135, -2.659747, -2.531558], [-3.316785, -1.999983, -2.311579], [-3.230291, -0.699509, -2.169625], [-4.348226, 0.038706, -2.223365], [-5.611550, -0.516384, -2.466854], [-5.682540, -1.911959, -2.616663], [-6.763441, 0.337886, -2.554757], [-6.642458, 1.669782, -2.392447], [-5.366446, 2.271488, -2.110202], [-5.221929, 3.654556, -1.910289], [-3.982543, 4.161968, -1.628546], [-2.895384, 3.284119, -1.531089], [-3.001629, 1.979853, -1.714813], [-4.222026, 1.471221, -2.014075], [-4.557367, -3.735944, -2.634865], [-2.380198, -2.545153, -2.259470], [-6.643623, -2.379478, -2.796715], [-7.727865, -0.109839, -2.762614], [-7.507154, 2.317692, -2.467916], [-6.090705, 4.298023, -1.980854], [-3.822202, 5.219052, -1.471042], [-1.902423, 3.644412, -1.297188], [3.534294, 4.196371, 1.408206], [2.575518, 3.265870, 1.462082], [1.399677, 3.881395, 1.310281], [2.601818, 2.714006, 2.679543], [2.841777, 1.954690, 0.184949], [1.834417, 0.980858, 0.484163], [4.227815, 1.623631, 0.330077], [2.646297, 2.708651, -1.186174], [1.285351, 2.881585, -1.939324], [0.109901, 2.632814, -1.135464], [1.321012, 2.369756, -3.274409], [1.283766, 4.720032, -2.185045], [1.578450, 5.393063, -1.074701], [2.143454, 5.083386, -3.135343], [0.052024, 5.103292, -2.577660], [5.720661, -1.186158, 3.551815], [4.227306, -1.224664, 3.750740], [3.713329, -1.003586, 5.023410], [2.345396, -1.014146, 5.248779], [1.488534, -1.274475, 4.196567], [1.984721, -1.499361, 2.912722], [1.032800, -1.686902, 1.884626], [1.087034, -2.686410, 0.939262], [1.710496, -3.905135, 1.240995], [1.795867, -4.911644, 0.298359], [1.265494, -4.738404, -0.975224], [0.646611, -3.536372, -1.278262], [0.527348, -2.514626, -0.344065], [-0.163060, -1.245169, -0.761885], [-0.742720, -0.545760, 0.126017], [-0.177158, -0.933992, -1.971951], [3.364468, -1.456666, 2.670416], [3.909671, -1.612557, 1.279188], [6.222592, -0.990531, 4.499399], [6.011202, -0.400956, 2.851131], [6.101578, -2.129002, 3.153174], [4.396590, -0.806385, 5.841199], [1.951516, -0.833444, 6.241263], [0.416395, -1.314908, 4.341702], [0.458215, -0.891838, 1.619459], [2.136607, -4.038606, 2.227671], [2.289924, -5.840252, 0.560058], [1.347322, -5.518956, -1.720012], [0.255056, -3.346666, -2.270244], [4.077892, -2.664506, 1.032033], [4.853806, -1.085138, 1.161987], [3.215548, -1.211226, 0.545999]],
  "forces_ev_per_angstrom": [[-0.1, 0.0, 0.0], [0.0, 0.0, 0.0], [0.0, 0.0, -0.1], [0.0, 0.1, 0.1], [0.1, 0.1, 0.0], [-0.1, 0.0, 0.0], [0.0, 0.0, 0.0], [0.0, 0.0, 0.0], [0.1, 0.0, 0.0], [-0.1, 0.1, 0.0], [0.0, 0.0, 0.0], [0.0, 0.0, 0.0], [0.0, 0.0, 0.0], [-0.1, 0.1, 0.0], [0.1, -0.1, 0.0], [0.0, 0.0, 0.0], [0.0, 0.0, 0.0], [0.0, 0.0, 0.0], [0.0, 0.0, 0.0], [0.0, 0.0, 0.0], [0.0, 0.0, 0.0], [0.0, 0.0, 0.0], [0.0, 0.0, 0.0], [0.0, 0.0, 0.0], [0.0, 0.0, 0.0], [0.0, -0.1, 0.0], [0.0, 0.0, 0.0], [0.0, 0.0, 0.0], [0.2, 0.0, 0.0], [0.0, 0.0, 0.1], [0.1, 0.0, 0.0], [0.0, -0.1, 0.1], [-0.1, 0.2, -0.2], [-0.1, 0.1, 0.0], [-0.1, 0.0, -0.1], [0.0, 0.0, 0.1], [0.1, 0.0, 0.0], [0.0, 0.0, 0.0], [0.0, 0.0, 0.0], [0.0, -0.1, 0.0], [0.0, 0.0, 0.0], [0.0, 0.0, 0.0], [0.0, 0.0, 0.0], [-0.2, 0.1, 0.1], [-0.1, 0.0, -0.2], [0.0, 0.1, 0.1], [0.0, 0.0, -0.1], [0.0, 0.0, 0.0], [0.0, 0.0, 0.0], [0.0, 0.0, 0.0], [0.1, 0.0, 0.0], [0.1, -0.1, 0.3], [0.1, -0.2, 0.0], [0.0, 0.0, -0.2], [0.0, 0.0, 0.0], [0.1, -0.1, 0.0], [0.0, 0.0, 0.0], [0.0, 0.0, 0.0], [0.0, 0.0, 0.0], [0.0, 0.0, 0.0], [0.0, 0.0, 0.0], [0.0, 0.0, 0.0], [0.0, 0.0, 0.0], [0.0, 0.0, 0.0], [0.0, 0.0, 0.0], [0.0, 0.0, 0.0], [0.0, 0.0, 0.0], [0.0, 0.0, 0.0], [0.0, 0.0, 0.0], [0.0, 0.0, 0.0]],
  "mulliken_charge": [-0.2852, -0.8075, -0.0648, -0.4228, -0.0058, 1.3343, -0.6264, -0.9062, -0.9790, 1.4136, -0.5912, -1.0143, 0.0105, -0.0009, -0.1035, 0.3986, 0.3529, 0.3963, 0.3619, 0.3534, 0.3963, 0.4436, 0.5499, -0.2567, 0.6306, -0.2152, -0.2243, 1.1321, -0.5571, -0.7405, -0.6661, 1.2270, -0.5213, -0.7278, 0.4756, -0.2281, -0.2288, -0.2312, -1.6486, 1.1722, -0.9005, -0.8556, -0.7844, -0.7883, 0.0041, 0.2155, -0.7885, -0.4969, -0.8343, -0.4420, 0.4479, 2.0441, -1.2059, -0.7987, 1.8584, -1.4498, 0.4021, 0.3308, 0.3206, 0.3156, 0.3833, 0.4968, 0.3078, 0.4591, 0.3713, 0.3784, 0.4707, 0.3702, 0.4693, 0.1034],
  "homo_lumo_gap_ev": 6.485,
  "de_lowest_kcal_mol": 0.0,
  "homo_ha": -0.17458,
  "charge": -1
}

---

{
  "formula": "C3H3IrO3",
  "method": "the ωB97M-V functional and the def2-TZVPD basis",
  "elements": ["O", "O", "C", "C", "O", "C", "Ir", "H", "H", "H"],
  "coordinates": [[1.508036, -0.109000, 0.026528], [-0.831624, 1.465504, -0.652924], [-1.669977, 0.595727, -0.100739], [-1.253224, -0.633177, 0.381702], [3.758639, -1.051322, 0.089674], [2.965288, -0.170179, 0.111518], [0.929545, 1.413808, -0.753489], [-2.725738, 0.894636, -0.010352], [-0.919317, -1.374854, -0.357102], [-1.761624, -1.031146, 1.265185]],
  "forces_ev_per_angstrom": [[3.5, -4.6, 1.9], [-9.9, -1.5, 1.2], [1.4, 3.0, -0.9], [-1.0, -1.7, -0.2], [-2.7, 1.9, 0.0], [1.5, -1.2, 0.0], [5.9, 3.3, -2.3], [0.5, 0.3, 0.0], [0.7, 0.3, 0.5], [0.2, 0.1, -0.2]],
  "mulliken_charge": [-0.4178, -0.3930, 0.3730, -0.6972, -0.2230, 0.2867, 1.0097, 0.3741, 0.3524, 0.3351],
  "s2": 8.7794,
  "homo_lumo_gap_ev": [7.698, 7.118],
  "de_lowest_kcal_mol": 57.6,
  "homo_ha": [-0.48009, -0.54548],
  "spin_multiplicity": 6,
  "charge": 1
}

---

{
  "formula": "C6H7N",
  "method": "the ωB97M-V functional and the def2-TZVPD basis",
  "elements": ["N", "C", "C", "C", "C", "C", "C", "H", "H", "H", "H", "H", "H", "H"],
  "coordinates": [[-1.053733, -1.505623, 2.707429], [-0.650859, -0.786576, 1.894954], [-0.142898, 0.132149, 0.872078], [-1.150411, 0.418701, -0.275376], [-0.252419, 0.520646, -1.482985], [0.987579, 0.108911, -1.233304], [1.162677, -0.361299, 0.189601], [0.064155, 1.083749, 1.372462], [-1.885872, -0.387294, -0.390176], [-1.712447, 1.339011, -0.079587], [-0.615999, 0.862407, -2.447927], [1.793281, 0.066739, -1.961653], [1.254366, -1.454531, 0.234157], [2.050262, 0.057846, 0.677156]],
  "forces_ev_per_angstrom": [[0.4, 0.7, -0.8], [-0.4, -0.6, 0.7], [0.0, 0.1, 0.0], [-0.1, 0.0, 0.0], [0.2, 0.0, 0.0], [-0.1, 0.0, 0.0], [0.0, 0.0, 0.0], [0.0, -0.1, 0.0], [0.1, 0.1, 0.0], [0.1, -0.2, -0.1], [0.1, 0.0, 0.1], [-0.2, 0.0, 0.1], [0.0, 0.2, 0.0], [-0.2, -0.1, -0.1]],
  "mulliken_charge": [-0.4382, -0.0443, 0.4604, -0.8032, -0.3747, -0.3810, -0.8101, 0.2838, 0.3388, 0.3166, 0.3964, 0.3972, 0.3359, 0.3224],
  "smiles": "N#CC1CC=CC1",
  "homo_lumo_gap_ev": 10.669,
  "de_lowest_kcal_mol": 19.3,
  "homo_ha": -0.35973
}

---

{
  "formula": "C10H16O",
  "method": "the ωB97M-V functional and the def2-TZVPD basis",
  "elements": ["C", "C", "C", "H", "H", "H", "H", "H", "H", "H", "H", "C", "C", "C", "C", "C", "C", "C", "O", "H", "H", "H", "H", "H", "H", "H", "H"],
  "coordinates": [[1.007190, 1.962793, -1.527366], [-0.452704, 2.051814, -1.864771], [1.520323, 0.509429, -1.467064], [1.549857, 2.485932, -2.313584], [1.277524, 2.346422, -0.548019], [-0.814347, 1.465256, -2.748658], [1.143904, -0.065668, -0.598372], [1.419054, -0.036558, -2.416865], [-0.782611, 3.079587, -1.934012], [-1.093515, 1.531425, -1.109274], [2.608250, 0.495628, -1.337506], [1.709185, -2.112397, 1.208053], [-1.730866, -1.158214, 0.067160], [-2.063167, -0.152997, 0.950144], [-0.593655, -1.935340, 0.294958], [0.391091, -1.368516, 1.127735], [-1.060466, 0.427831, 1.769075], [0.075179, -0.338383, 1.981775], [-3.347181, 0.295838, 0.944787], [-2.555134, -1.587809, -0.489589], [-0.342476, -2.761725, -0.346561], [-1.435100, 1.172018, 2.461826], [-3.548210, 1.018315, 1.550705], [1.637083, -3.202350, 0.990943], [2.186524, -2.131323, 2.175056], [0.838883, -0.116579, 2.728643], [2.455382, -1.874440, 0.450771]],
  "forces_ev_per_angstrom": [[0.6, -1.6, -0.5], [-1.9, -1.3, 0.6], [0.8, -0.2, -0.1], [0.3, 0.2, 0.2], [-0.3, 0.7, 0.0], [1.0, 0.8, 0.1], [-0.2, 0.4, -0.8], [-0.6, 0.0, 0.3], [-0.2, 0.2, -0.2], [0.6, 0.7, 0.0], [0.1, 0.3, 0.2], [0.2, -1.5, -0.3], [-1.1, -2.1, 0.8], [1.1, 1.8, 0.3], [0.7, 2.8, -0.6], [0.1, -2.9, 0.0], [-1.9, -1.6, 0.6], [1.0, 1.1, -0.4], [-0.4, -0.1, -0.5], [0.0, 0.2, -0.4], [-0.1, -0.3, 0.0], [0.5, 0.3, 0.1], [0.6, -0.1, 0.0], [-0.7, 0.5, 0.2], [0.2, 0.6, 0.4], [-0.3, 0.4, -0.1], [0.0, 0.9, 0.0]],
  "mulliken_charge": [-0.2596, -0.8113, -0.6944, 0.3132, 0.2418, 0.2891, -0.1310, 0.3718, 0.3495, -0.0050, 0.3641, -1.3469, -0.6178, 0.6536, -0.5024, 0.6692, -0.5137, -0.5652, -0.5244, 0.3834, 0.3254, 0.3667, 0.3102, 0.3457, 0.3767, 0.3442, 0.2671],
  "smiles": "Cc1ccc(O)cc1.CCC",
  "homo_lumo_gap_ev": 9.137,
  "de_lowest_kcal_mol": 38.4,
  "homo_ha": -0.30662
}

---

{
  "formula": "C3H6ClNO2S",
  "method": "the ωB97M-V functional and the def2-TZVPD basis",
  "elements": ["C", "C", "C", "N", "O", "O", "S", "Cl", "H", "H", "H", "H", "H", "H"],
  "coordinates": [[-0.514772, 1.910096, 1.580289], [-0.611126, 0.700738, 0.940366], [1.985032, -0.581123, -0.895755], [-0.369845, 0.486485, -0.365431], [-0.618685, -1.337425, -2.146362], [-2.627229, -0.602616, -0.886472], [-1.207998, -0.825862, -0.945327], [-0.748206, -2.388825, 0.401560], [-0.537627, 2.160399, 2.616641], [-0.142123, 2.621747, 1.012592], [-0.938318, -0.238193, 1.520066], [1.651154, -1.260291, -1.626262], [2.809011, 0.090168, -1.319267], [1.870733, -0.735297, 0.113361]],
  "forces_ev_per_angstrom": [[-0.2, -3.2, 0.7], [-1.0, -2.0, 2.2], [1.9, 2.0, -2.4], [-0.4, 0.0, -0.4], [-0.3, 0.8, 0.4], [1.2, 0.1, 0.3], [0.0, -1.1, -0.9], [-0.3, 0.4, -0.1], [-0.6, -0.6, 0.6], [1.5, 3.7, -2.7], [0.4, 1.7, -0.5], [-0.7, -0.8, -0.4], [-1.5, -0.7, 1.1], [-0.1, -0.4, 2.0]],
  "mulliken_charge": [-0.9336, 0.3871, -0.7746, -0.3506, -0.4918, -0.4953, 0.9905, -0.2138, 0.3081, 0.3410, 0.2762, 0.3017, 0.2469, 0.4082],
  "homo_lumo_gap_ev": [9.786, 6.236],
  "de_lowest_kcal_mol": 115.9,
  "homo_ha": [-0.37612, -0.33029]
}